Entry 1:
{"formula": "C4H11NO", "method": "ωB97M-V/def2-TZVPD", "elements": ["C", "C", "N", "C", "C", "O", "H", "H", "H", "H", "H", "H", "H", "H", "H", "H", "H"], "xyz": [[0.18, -2.29, 1.71], [0.08, -0.87, 1.25], [0.07, -1.01, -0.28], [-0.23, 0.21, -1.13], [0.04, 1.45, -0.37], [-0.02, 2.54, -1.24], [-0.56, -2.88, 1.16], [1.13, -2.77, 1.41], [0.03, -2.39, 2.75], [-0.81, -0.33, 1.64], [0.93, -0.25, 1.52], [-0.55, -1.77, -0.46], [0.56, 0.26, -1.99], [-1.25, 0.20, -1.51], [1.20, 1.50, -0.16], [-0.56, 1.59, 0.50], [-0.90, 2.62, -1.71]], "nbo_charge": [-0.610, -0.222, -0.638, -0.243, -0.070, -0.724, 0.193, 0.218, 0.212, 0.165, 0.192, 0.348, 0.198, 0.173, 0.182, 0.164, 0.461], "smiles": "CCNCCO", "molar_mass_da": 89.14, "relative_energy_kj_mol": 192.3}

=====

Entry 2:
{"formula": "C4H11NO", "method": "ωB97M-V/def2-TZVPD", "elements": ["C", "C", "N", "H", "H", "H", "H", "H", "H", "C", "O", "C", "H", "H", "H", "H", "H"], "xyz": [[-1.37, 1.53, -2.03], [-1.03, 0.46, -2.78], [-2.51, 2.42, -2.44], [-1.27, 1.66, -0.93], [-0.38, -0.24, -2.34], [-1.42, 0.38, -3.73], [-3.04, 1.91, -3.11], [-3.00, 2.86, -1.68], [-0.36, -1.22, 2.56], [1.28, -0.88, 1.68], [0.18, -0.40, 2.47], [2.40, -1.64, 2.38], [0.76, -1.50, 0.97], [1.71, -0.16, 0.99], [3.29, -1.91, 1.76], [2.75, -0.90, 3.14], [1.99, -2.39, 3.09]], "nbo_charge": [0.015, -0.501, -0.851, 0.195, 0.207, 0.192, 0.367, 0.376, 0.464, -0.072, -0.709, -0.656, 0.148, 0.175, 0.230, 0.212, 0.209], "smiles": "C=CN.CCO", "molar_mass_da": 89.14, "relative_energy_kj_mol": 265.0}

=====

Entry 3:
{"formula": "C4H11NO", "method": "ωB97M-V/def2-TZVPD", "elements": ["C", "N", "C", "C", "C", "H", "H", "H", "H", "H", "H", "H", "H", "H", "H", "H", "O"], "xyz": [[-1.95, 0.85, 1.08], [-0.43, -1.40, -0.49], [-0.85, -0.09, -0.98], [-1.52, 0.83, -0.27], [-0.37, 0.18, -2.38], [-3.01, 0.68, 1.15], [-1.49, 0.03, 1.79], [-1.63, 1.85, 1.54], [-0.58, -1.71, 0.54], [-0.34, -2.27, -0.88], [-1.99, 1.81, -0.64], [-0.60, 1.19, -2.82], [-0.97, -0.16, -3.19], [0.67, 0.01, -2.50], [5.31, -0.83, 2.01], [4.72, -0.04, 3.16], [5.02, -0.93, 2.87]], "nbo_charge": [-0.626, -0.875, 0.184, -0.284, -0.662, 0.218, 0.186, 0.216, 0.375, 0.390, 0.204, 0.227, 0.225, 0.222, 0.463, 0.470, -0.933], "smiles": "C/C=C(/C)N.O", "molar_mass_da": 89.14, "relative_energy_kj_mol": 279.1}

=====

Entry 4:
{"formula": "C4H11NO", "method": "ωB97M-V/def2-TZVPD", "elements": ["C", "N", "C", "H", "H", "H", "H", "H", "H", "H", "O", "C", "C", "H", "H", "H", "H"], "xyz": [[2.15, -1.07, 1.22], [1.42, -0.97, -0.06], [0.45, -2.06, -0.20], [2.08, -0.12, 1.75], [1.73, -1.86, 1.82], [3.22, -1.25, 1.05], [2.07, -0.97, -0.83], [0.92, -3.03, 0.01], [0.04, -2.07, -1.20], [-0.34, -1.92, 0.53], [-2.38, 1.37, -1.20], [-1.62, 1.07, -0.32], [-0.59, 2.04, 0.22], [-1.71, 0.07, 0.13], [-1.16, 2.97, 0.35], [0.36, 2.20, -0.27], [-0.38, 1.70, 1.24]], "nbo_charge": [-0.421, -0.638, -0.412, 0.189, 0.188, 0.189, 0.355, 0.163, 0.204, 0.185, -0.525, 0.443, -0.725, 0.108, 0.232, 0.252, 0.212], "smiles": "CC=O.CNC", "molar_mass_da": 89.14, "relative_energy_kj_mol": 172.1}

=====

Entry 5:
{"formula": "C4H11NO", "method": "ωB97M-V/def2-TZVPD", "elements": ["C", "C", "H", "H", "H", "H", "H", "H", "C", "C", "O", "N", "H", "H", "H", "H", "H"], "xyz": [[0.25, -1.19, -0.94], [-0.88, -2.18, -1.36], [1.23, -1.69, -1.03], [0.34, -0.39, -1.62], [0.12, -0.84, 0.07], [-1.35, -1.69, -2.23], [-1.71, -2.23, -0.52], [-0.63, -3.13, -1.33], [0.20, 1.22, 2.15], [-0.16, 1.44, 0.61], [-1.32, 1.39, 0.21], [0.82, 1.88, -0.15], [0.59, 2.12, 2.59], [0.80, 0.30, 2.10], [0.49, 2.06, -1.13], [1.82, 2.07, -0.02], [-0.61, 0.88, 2.60]], "nbo_charge": [-0.595, -0.605, 0.194, 0.198, 0.198, 0.215, 0.197, 0.199, -0.700, 0.683, -0.634, -0.834, 0.227, 0.219, 0.402, 0.412, 0.224], "smiles": "CC(N)=O.CC", "molar_mass_da": 89.14, "relative_energy_kj_mol": 146.2}

=====

Entry 6:
{"formula": "C4H11NO", "method": "ωB97M-V/def2-TZVPD", "elements": ["C", "N", "C", "C", "C", "H", "H", "H", "H", "H", "H", "H", "H", "H", "H", "H", "O"], "xyz": [[-2.52, 1.75, 0.24], [-1.47, 0.96, 0.87], [-1.57, -0.48, 0.48], [0.04, -1.95, -0.70], [-0.48, -0.74, -0.53], [-2.42, 1.64, -0.86], [-2.30, 2.82, 0.27], [-3.50, 1.46, 0.61], [-1.37, 1.10, 1.86], [-1.37, -1.01, 1.41], [-2.57, -0.70, 0.10], [0.79, -2.15, -1.47], [-0.04, -2.78, -0.01], [-0.44, -0.09, -1.40], [6.63, 0.80, -0.42], [6.17, -0.52, 0.18], [6.43, -0.11, -0.62]], "nbo_charge": [-0.424, -0.638, -0.266, -0.392, -0.174, 0.191, 0.205, 0.171, 0.361, 0.199, 0.190, 0.194, 0.184, 0.200, 0.468, 0.467, -0.935], "smiles": "C=CCNC.O", "molar_mass_da": 89.14, "relative_energy_kj_mol": 218.9}

=====

Entry 7:
{"formula": "C4H11NO", "method": "ωB97M-V/def2-TZVPD", "elements": ["C", "C", "N", "O", "H", "H", "H", "H", "H", "C", "C", "H", "H", "H", "H", "H", "H"], "xyz": [[1.20, -1.28, -0.21], [0.03, -0.39, -0.58], [-1.94, -1.47, 0.42], [-0.36, -0.32, -1.73], [-2.46, -1.82, -0.38], [-1.30, -2.20, 0.73], [1.37, -1.26, 0.86], [2.09, -0.95, -0.74], [0.96, -2.30, -0.51], [0.67, 2.14, -0.08], [-0.13, 0.95, 0.43], [0.18, 2.61, -0.94], [1.67, 1.82, -0.39], [0.76, 2.92, 0.69], [-1.13, 1.31, 0.69], [0.28, 0.62, 1.39], [-1.89, -0.39, 0.35]], "nbo_charge": [-0.735, 0.628, -1.123, -0.588, 0.375, 0.394, 0.214, 0.249, 0.236, -0.606, -0.502, 0.218, 0.205, 0.214, 0.207, 0.197, 0.418], "smiles": "CCC(C)=O.N", "molar_mass_da": 89.14, "relative_energy_kj_mol": 190.3}

=====

Entry 8:
{"formula": "C4H11NO", "method": "ωB97M-V/def2-TZVPD", "elements": ["C", "C", "C", "C", "N", "O", "H", "H", "H", "H", "H", "H", "H", "H", "H", "H", "H"], "xyz": [[-0.46, -0.24, -0.38], [-1.59, 0.36, 0.41], [1.22, 0.71, 1.04], [-0.19, -1.71, -0.18], [-0.11, 0.27, -1.57], [1.58, 0.82, -1.11], [2.27, 1.06, -1.77], [-0.48, 1.21, -1.67], [0.75, -1.99, -0.65], [-0.99, -2.30, -0.64], [-0.15, -1.98, 0.87], [-1.45, 0.20, 1.49], [-1.69, 1.43, 0.23], [-2.54, -0.12, 0.15], [0.91, -0.18, 1.57], [0.63, 1.60, 1.20], [2.29, 0.86, 1.01]], "nbo_charge": [0.230, -0.671, -0.388, -0.668, -0.407, -0.751, 0.450, 0.345, 0.237, 0.218, 0.204, 0.216, 0.214, 0.221, 0.175, 0.181, 0.194], "molar_mass_da": 89.14, "relative_energy_kj_mol": 604.5}

=====

Entry 9:
{"formula": "C4H11NO", "method": "ωB97M-V/def2-TZVPD", "elements": ["N", "C", "C", "C", "C", "H", "H", "H", "H", "H", "H", "H", "H", "H", "H", "H", "O"], "xyz": [[-1.79, 1.83, -0.47], [-0.29, 1.59, -0.72], [-0.10, 0.09, -0.33], [-1.46, -0.64, -0.24], [-2.39, 0.49, -0.74], [-1.95, 2.59, -1.04], [-0.07, 1.87, -1.79], [0.29, 2.43, -0.16], [0.48, -0.35, -1.15], [0.52, 0.02, 0.62], [-1.35, -1.48, -0.91], [-1.84, -0.78, 0.78], [-2.39, 0.22, -1.76], [-3.58, 0.71, -0.63], [4.62, -3.12, 3.19], [5.99, -2.42, 2.83], [5.30, -3.06, 2.54]], "nbo_charge": [-0.635, -0.235, -0.425, -0.422, -0.235, 0.362, 0.167, 0.196, 0.208, 0.221, 0.221, 0.218, 0.153, 0.205, 0.473, 0.475, -0.948], "smiles": "C1CCNC1.O", "molar_mass_da": 89.14, "relative_energy_kj_mol": 245.1}

=====

Entry 10:
{"formula": "C4H11NO", "method": "ωB97M-V/def2-TZVPD", "elements": ["C", "C", "N", "H", "H", "H", "H", "H", "H", "C", "O", "C", "H", "H", "H", "H", "H"], "xyz": [[-1.84, -0.90, 0.71], [-2.42, -1.82, 1.47], [-2.36, -0.25, -0.49], [-0.81, -0.55, 0.88], [-1.96, -2.59, 2.10], [-3.47, -2.07, 1.31], [-3.37, -0.40, -0.45], [-2.29, 0.75, -0.31], [1.80, 2.50, 0.26], [2.24, 1.17, -1.22], [2.21, 2.46, -0.61], [2.01, 0.07, -0.17], [3.11, 1.07, -1.84], [1.27, 1.20, -1.77], [2.74, -0.75, -0.31], [1.03, -0.35, -0.38], [2.11, 0.47, 0.85]], "nbo_charge": [0.003, -0.497, -0.797, 0.178, 0.217, 0.184, 0.354, 0.357, 0.466, -0.062, -0.742, -0.648, 0.184, 0.164, 0.217, 0.213, 0.208], "smiles": "C=CN.CCO", "molar_mass_da": 89.14, "relative_energy_kj_mol": 230.5}

=====

Entry 11:
{"formula": "C4H11NO", "method": "ωB97M-V/def2-TZVPD", "elements": ["C", "C", "C", "C", "H", "H", "H", "H", "H", "H", "H", "H", "H", "H", "H", "N", "O"], "xyz": [[-1.83, -0.92, 0.00], [-0.73, 0.09, 0.32], [0.64, -0.42, -0.23], [1.87, 0.28, 0.44], [-1.65, -1.88, 0.54], [-1.85, -1.15, -1.09], [-2.82, -0.51, 0.27], [-0.65, 0.16, 1.40], [-1.40, 1.41, -1.17], [-1.71, 1.89, 0.42], [0.75, -1.51, -0.06], [0.62, -0.31, -1.34], [1.88, -0.01, 1.53], [1.69, 1.40, 0.35], [3.08, 0.15, -1.06], [-0.99, 1.44, -0.18], [3.09, -0.13, -0.14]], "nbo_charge": [-0.620, -0.054, -0.425, -0.063, 0.213, 0.200, 0.207, 0.183, 0.354, 0.360, 0.205, 0.190, 0.173, 0.173, 0.462, -0.844, -0.715], "smiles": "C[C@H](N)CCO", "molar_mass_da": 89.14, "relative_energy_kj_mol": 91.8}

=====

Entry 12:
{"formula": "C4H11NO", "method": "ωB97M-V/def2-TZVPD", "elements": ["C", "N", "C", "C", "C", "H", "H", "H", "H", "H", "H", "H", "H", "H", "H", "H", "O"], "xyz": [[-0.49, -0.15, -1.08], [0.58, -0.71, -0.17], [0.48, 0.03, 1.15], [-0.95, 0.28, 1.40], [-1.63, 0.06, -0.02], [-0.69, -0.75, -1.94], [-0.06, 0.75, -1.50], [0.30, -1.67, 0.10], [1.13, 0.89, 1.08], [0.89, -0.60, 1.96], [-1.55, -0.43, 2.09], [-1.29, 1.19, 1.87], [-2.25, 0.92, -0.27], [-2.36, -0.75, 0.01], [2.25, -0.29, -1.24], [3.03, 0.98, -1.48], [2.61, 0.25, -1.96]], "mulliken_spin": [0.027, 0.799, 0.000, 0.046, 0.086, -0.003, 0.000, -0.001, 0.005, -0.002, -0.002, -0.002, 0.010, -0.006, -0.005, -0.003, 0.049], "multiplicity": 2, "molar_mass_da": 89.14, "total_charge": 1, "relative_energy_kj_mol": 223.8}

=====

Entry 13:
{"formula": "C4H11NO2", "method": "ωB97M-V/def2-TZVPD", "elements": ["C", "C", "C", "N", "C", "H", "H", "H", "H", "H", "H", "H", "H", "H", "O", "H", "H", "O"], "xyz": [[0.40, 1.61, 1.58], [0.30, 0.20, 1.05], [-0.80, -0.24, 0.37], [-0.87, -1.41, -0.28], [-0.60, -1.82, -1.50], [-0.50, 2.21, 1.64], [1.18, 2.12, 1.00], [0.78, 1.62, 2.63], [1.27, -0.26, 0.97], [-1.73, 0.34, 0.42], [-0.21, -1.11, -2.26], [-0.92, -2.82, -1.76], [-2.29, 2.46, -0.76], [-1.03, 1.74, -1.17], [-1.89, 2.00, -1.50], [2.05, -2.31, -0.87], [2.21, -2.34, 0.61], [2.66, -2.00, -0.17]], "mulliken_spin": [0.031, -0.009, 0.090, 0.321, 0.419, -0.023, 0.000, 0.000, 0.007, -0.001, -0.001, 0.038, -0.014, 0.010, -0.002, -0.002, 0.003, 0.133], "multiplicity": 2, "molar_mass_da": 105.14, "total_charge": -1, "relative_energy_kj_mol": 231.1}

=====

Entry 14:
{"formula": "C4H11NO2", "method": "ωB97M-V/def2-TZVPD", "elements": ["C", "C", "C", "N", "C", "H", "H", "H", "H", "H", "H", "H", "H", "H", "O", "H", "H", "O"], "xyz": [[-2.42, -1.82, -1.07], [-1.60, -0.54, -1.09], [-0.28, -0.26, -0.94], [0.20, 1.14, -0.88], [1.19, 1.38, -0.06], [-3.25, -1.72, -0.32], [-2.71, -2.04, -2.07], [-1.90, -2.77, -0.74], [-2.21, 0.33, -1.46], [0.50, -0.83, -0.58], [1.20, 2.35, 0.35], [2.09, 0.72, -0.08], [4.67, -3.65, 0.46], [4.63, -2.80, -0.92], [4.90, -2.79, 0.03], [-1.89, 4.63, 2.40], [-1.13, 4.41, 3.74], [-1.98, 4.24, 3.26]], "nbo_charge": [-0.646, -0.172, -0.067, -0.413, -0.068, 0.226, 0.225, 0.211, 0.206, 0.165, 0.177, 0.156, 0.478, 0.477, -0.955, 0.470, 0.470, -0.940], "smiles": "C=N/C=C/C.O.O", "molar_mass_da": 105.14, "relative_energy_kj_mol": 355.4}